Record 1
Formula: C13H29N5O3PPdS
Source: the OMol25 dataset
Level of theory: ωB97M-V/def2-TZVPD

Computed properties:
HOMO (eV): -9.825
2S+1: 1
Energy above the lowest of the compared OMol25 structures with the same formula, charge and spin (kcal per mole): 0.00
Maximum force (eV/Å): 1.37
Kohn-Sham gap (eV): 6.8
Total charge: +1
LUMO (Eh): -0.110

Each line ends with the Mulliken charge.
Positions of all 53 atoms, in Å:
Pd: -0.36 0.03 1.11  -1.36
N: 1.16 2.35 -3.17  -0.57
C: 2.01 3.20 -2.30  0.19
C: 1.15 3.96 -1.29  -1.54
C: 0.64 3.17 -0.07  0.35
N: -0.51 2.27 -0.34  -0.32
C: 1.78 2.35 0.57  -0.89
C: 2.54 1.48 -0.44  0.02
N: 1.62 0.41 -0.96  0.60
C: 3.09 2.37 -1.57  -1.26
H: 0.36 2.87 -3.50  0.21
H: 1.18 0.80 -1.84  0.68
H: 1.68 2.03 -3.98  0.24
H: 2.51 3.94 -2.93  0.38
H: 0.31 4.43 -1.80  0.41
H: 1.77 4.77 -0.90  0.47
H: 0.35 3.92 0.67  0.29
H: -0.89 2.42 -1.27  0.17
H: -1.26 2.45 0.31  0.26
H: 1.35 1.71 1.35  -0.11
H: 2.49 3.03 1.06  0.61
H: 3.36 0.98 0.08  0.45
H: 0.80 0.22 -0.25  -0.35
H: 2.08 -0.47 -1.17  0.53
H: 3.68 1.79 -2.28  0.41
H: 3.78 3.09 -1.10  0.48
C: -0.12 -3.51 -2.12  -0.72
O: 0.25 -2.38 -1.31  -0.47
P: -0.67 -1.92 -0.08  1.56
O: -2.12 -1.94 -0.82  -0.51
C: -3.22 -1.12 -0.41  -0.42
O: -0.69 -3.32 0.74  -0.51
C: -1.22 -3.30 2.07  -0.41
H: -1.12 -3.38 -2.52  0.31
H: -0.07 -4.43 -1.53  0.26
H: 0.60 -3.57 -2.94  0.25
H: -3.55 -0.53 -1.27  0.26
H: -2.93 -0.45 0.39  0.02
H: -4.03 -1.76 -0.08  0.26
H: -2.31 -3.34 2.05  0.26
H: -0.90 -2.39 2.59  -0.01
H: -0.83 -4.17 2.58  0.29
S: -2.28 1.28 2.71  -0.49
C: -1.26 0.62 3.85  0.10
N: -1.67 0.50 5.16  -0.04
C: -0.87 0.05 6.14  -0.09
C: 0.41 -0.31 5.84  -0.77
C: 0.78 -0.25 4.49  -0.07
N: 0.00 0.20 3.54  0.09
H: -2.63 0.76 5.35  0.26
H: -1.29 0.01 7.14  0.40
H: 1.09 -0.65 6.60  0.41
H: 1.77 -0.59 4.18  0.44

=====

Record 2
Formula: C13H29N5O7V
Source: the OMol25 dataset
Level of theory: ωB97M-V/def2-TZVPD

Computed properties:
HOMO (spin up / spin down) (eV): -6.433 / -6.629
2S+1: 4
Energy above the lowest of the compared OMol25 structures with the same formula, charge and spin (kcal per mole): 0.00
Maximum force (eV/Å): 2.59
Kohn-Sham gap (spin up / spin down) (eV): 6.3 / 6.3
Expectation value of S²: 4.01
LUMO (spin up / spin down) (Eh): -0.004 / -0.010

Each line ends with the Mulliken spin population.
Positions of all 55 atoms, in Å:
O: -0.86 0.78 -5.32  0.00
H: -1.36 0.40 -6.07  0.00
V: -0.72 0.40 -0.24  2.41
N: -0.53 2.09 0.88  0.12
N: 0.59 1.43 -1.20  -0.24
N: -1.94 -0.61 1.02  0.11
N: -1.09 -1.19 -1.24  0.05
O: -1.16 2.24 2.03  0.14
O: -2.23 -0.26 2.35  0.03
O: -0.55 -1.49 -2.50  0.03
O: 1.13 0.83 -2.21  -0.17
C: 1.10 2.56 -0.65  0.22
C: 0.48 2.90 0.58  -0.11
C: -2.13 -1.89 0.71  0.12
C: -1.60 -2.24 -0.57  0.21
C: 0.85 4.03 1.46  0.01
H: 1.12 3.67 2.48  0.00
H: -0.02 4.71 1.56  -0.01
H: 1.70 4.58 1.03  0.00
C: 2.23 3.24 -1.34  -0.02
H: 1.94 3.48 -2.37  0.01
H: 3.11 2.57 -1.37  0.02
H: 2.48 4.15 -0.78  0.00
C: -2.83 -2.87 1.57  -0.01
C: -1.65 -3.61 -1.14  -0.02
H: -3.48 -2.35 2.29  0.00
H: -2.11 -3.51 2.11  0.01
H: -3.44 -3.53 0.93  0.00
H: -0.88 -3.77 -1.89  0.01
H: -2.65 -3.78 -1.59  0.02
H: -1.55 -4.35 -0.32  0.00
H: -2.00 0.71 2.41  0.00
H: -0.11 -0.66 -2.81  0.01
C: -1.79 1.25 -4.36  0.01
H: -1.20 1.88 -3.69  0.00
H: -2.13 0.42 -3.75  0.00
H: -2.63 1.81 -4.79  0.00
O: -2.75 1.48 -0.54  0.02
H: -3.04 0.78 0.08  -0.01
H: -2.43 2.16 0.10  0.00
C: 3.32 -1.78 2.70  0.00
N: 2.53 -1.52 1.51  0.01
C: 2.81 -2.18 0.26  0.00
C: 1.49 -0.66 1.52  0.01
C: 1.06 0.05 2.76  0.05
O: 0.92 -0.52 0.39  -0.05
H: 4.09 -2.51 2.42  0.00
H: 2.67 -2.17 3.50  0.00
H: 3.77 -0.84 3.07  0.00
H: 1.96 -2.78 -0.09  0.00
H: 3.05 -1.46 -0.54  0.00
H: 3.67 -2.82 0.46  0.00
H: 1.09 1.13 2.58  -0.01
H: 0.02 -0.19 2.98  -0.01
H: 1.69 -0.20 3.62  0.00

=====

Record 3
Formula: C13H29N6O2SSn
Source: the OMol25 dataset
Level of theory: ωB97M-V/def2-TZVPD

Computed properties:
HOMO (eV): -19.186
2S+1: 1
Energy above the lowest of the compared OMol25 structures with the same formula, charge and spin (kcal per mole): 10.90
Maximum force (eV/Å): 0.52
Kohn-Sham gap (eV): 8.5
Total charge: +3
LUMO (Eh): -0.393

Each line ends with the Mulliken charge.
Positions of all 52 atoms, in Å:
Sn: -0.25 -0.44 0.02  1.43
N: 1.50 0.48 1.00  -0.36
C: 1.67 0.03 2.41  -0.69
C: 1.48 -1.47 2.47  -0.52
N: 0.20 -1.87 1.84  -0.13
C: -0.96 -2.00 2.76  -0.64
C: -1.59 -0.65 3.04  -0.76
N: -1.81 0.04 1.75  -0.39
H: 1.50 1.49 0.94  0.31
H: 2.30 0.17 0.45  0.28
H: 2.66 0.31 2.77  0.52
H: 0.94 0.56 3.01  0.22
H: 2.29 -1.95 1.91  0.28
H: 1.54 -1.82 3.50  0.49
H: 0.32 -2.78 1.40  0.16
H: -1.68 -2.66 2.28  0.39
H: -0.66 -2.47 3.70  0.41
H: -2.52 -0.78 3.60  0.48
H: -0.94 -0.03 3.65  0.29
H: -2.67 -0.30 1.32  0.36
H: -1.97 1.04 1.90  0.28
C: 1.52 -3.66 -0.26  -1.18
O: 1.52 -2.26 -0.66  -0.04
C: 1.68 -2.15 -2.09  -0.72
C: 2.04 -0.73 -2.37  -0.59
O: 0.96 0.12 -1.92  -0.09
C: 1.13 1.45 -2.51  -0.71
H: 2.16 -4.23 -0.92  0.44
H: 0.50 -4.06 -0.32  0.40
H: 1.93 -3.74 0.74  0.37
H: 0.75 -2.44 -2.60  0.27
H: 2.48 -2.81 -2.43  0.59
H: 2.17 -0.59 -3.45  0.52
H: 2.97 -0.45 -1.87  0.33
H: 1.38 1.32 -3.56  0.39
H: 1.95 1.97 -2.00  0.34
H: 0.20 2.00 -2.44  0.15
S: -1.79 -2.13 -0.73  -0.08
C: -2.01 -1.66 -2.34  0.36
N: -2.16 -1.34 -3.44  -0.36
C: -1.68 5.03 -0.55  -0.81
N: -1.65 3.57 -0.77  0.08
C: -2.40 2.89 -1.70  -0.41
C: -2.08 1.58 -1.57  -0.72
N: -1.14 1.45 -0.56  0.23
C: -0.91 2.69 -0.10  -0.70
H: -2.44 5.46 -1.20  0.33
H: -0.71 5.46 -0.80  0.36
H: -1.93 5.24 0.49  0.35
H: -3.08 3.39 -2.36  0.49
H: -2.46 0.74 -2.14  0.43
H: -0.25 2.98 0.70  0.53

=====

Record 4
Formula: C13H29NO4P
Source: the OMol25 dataset
Level of theory: ωB97M-V/def2-TZVPD

Computed properties:
HOMO (eV): -11.239
2S+1: 1
Maximum force (eV/Å): 5.21
Kohn-Sham gap (eV): 8.4
Total charge: +1
LUMO (Eh): -0.104

Each line ends with the Mulliken charge.
Positions of all 48 atoms, in Å:
C: -1.06 0.64 -1.28  -0.98
C: 0.30 1.28 -1.41  0.46
O: 0.54 2.34 -1.07  -0.38
N: 1.32 0.43 -2.04  0.11
C: 2.70 0.80 -1.66  -0.92
P: 1.06 0.29 -3.70  0.06
C: 2.51 0.66 -4.72  -0.75
C: 2.76 2.18 -5.02  -0.60
C: 1.91 3.18 -4.22  -0.38
C: 2.10 4.59 -4.84  -0.63
O: 3.13 5.31 -4.18  -0.51
H: -1.41 0.72 -0.26  0.24
H: -1.01 -0.39 -1.61  0.32
H: -1.76 1.16 -1.94  0.31
H: 3.15 1.59 -2.25  0.33
H: 3.32 -0.09 -1.67  0.35
H: 2.67 1.13 -0.63  0.36
H: 0.75 -1.06 -3.94  0.16
H: -0.09 1.00 -4.05  0.19
H: 2.34 0.16 -5.67  0.49
H: 3.37 0.18 -4.26  0.52
H: 2.56 2.36 -6.06  0.46
H: 3.81 2.38 -4.79  0.21
H: 0.84 2.99 -4.27  0.32
H: 2.24 3.30 -3.19  0.27
H: 1.20 5.18 -4.80  0.37
H: 2.40 4.49 -5.89  0.29
H: 3.88 4.72 -4.03  0.30
C: -2.67 0.05 3.26  -1.12
C: -3.35 -0.85 2.26  0.83
O: -3.77 -0.42 1.21  -0.59
C: -3.47 -2.31 2.63  -0.95
H: -2.64 1.07 2.88  0.33
H: -3.22 0.04 4.20  0.38
H: -1.64 -0.29 3.44  0.27
H: -4.05 -2.41 3.55  0.29
H: -2.48 -2.74 2.78  0.25
H: -3.97 -2.84 1.83  0.34
C: -0.98 -2.95 6.99  -1.04
C: -1.65 -3.87 6.00  0.76
O: -2.07 -3.46 4.94  -0.49
C: -1.77 -5.33 6.39  -1.10
H: -0.96 -1.94 6.59  0.24
H: -1.53 -2.95 7.93  0.33
H: 0.05 -3.28 7.17  0.33
H: -2.36 -5.42 7.30  0.34
H: -0.78 -5.75 6.54  0.33
H: -2.27 -5.87 5.59  0.28

=====

- Number 1 is which compound?
  C13H29N5O3PPdS